{
  "formula": "C63H91N7O14",
  "method": "ωB97M-V/def2-TZVPD",
  "charge": 0,
  "elements": ["N", "C", "C", "C", "C", "C", "H", "H", "H", "H", "H", "N", "C", "C", "C", "C", "C", "H", "H", "H", "H", "H", "N", "C", "C", "C", "C", "C", "H", "H", "H", "H", "H", "N", "C", "C", "C", "C", "C", "H", "H", "H", "H", "H", "N", "C", "C", "C", "C", "C", "H", "H", "H", "H", "H", "N", "C", "C", "C", "C", "C", "H", "H", "H", "H", "H", "N", "C", "C", "C", "C", "C", "H", "H", "H", "H", "H", "O", "C", "O", "C", "C", "C", "H", "H", "H", "H", "H", "H", "H", "H", "O", "C", "O", "C", "C", "C", "H", "H", "H", "H", "H", "H", "H", "H", "O", "C", "O", "C", "C", "C", "H", "H", "H", "H", "H", "H", "H", "H", "O", "C", "O", "C", "C", "C", "H", "H", "H", "H", "H", "H", "H", "H", "O", "C", "O", "C", "C", "C", "H", "H", "H", "H", "H", "H", "H", "H", "O", "C", "O", "C", "C", "C", "H", "H", "H", "H", "H", "H", "H", "H", "O", "C", "O", "C", "C", "C", "H", "H", "H", "H", "H", "H", "H", "H"],
  "positions_angstrom": [[5.67, 1.32, 0.57], [5.80, 1.14, 1.88], [6.29, 2.08, 2.80], [6.71, 3.27, 2.29], [6.57, 3.52, 0.91], [6.11, 2.49, 0.09], [5.47, 0.16, 2.29], [6.25, 1.83, 3.86], [7.02, 4.10, 2.94], [6.87, 4.47, 0.49], [5.97, 2.69, -0.97], [3.17, 1.00, 3.92], [2.34, 0.24, 4.63], [0.95, 0.44, 4.66], [0.48, 1.52, 3.96], [1.29, 2.34, 3.24], [2.67, 2.02, 3.22], [2.81, -0.56, 5.19], [0.22, -0.18, 5.13], [-0.59, 1.72, 4.00], [0.83, 3.08, 2.61], [3.40, 2.61, 2.61], [5.15, 0.26, -2.81], [6.43, 0.46, -3.11], [7.34, -0.50, -3.51], [6.89, -1.82, -3.50], [5.58, -2.06, -3.23], [4.73, -0.98, -2.93], [6.65, 1.51, -3.20], [8.38, -0.31, -3.80], [7.57, -2.67, -3.66], [5.35, -3.12, -3.27], [3.70, -1.09, -2.64], [0.98, 0.16, -1.86], [2.12, 0.62, -1.29], [2.42, 0.48, 0.10], [1.43, -0.12, 0.82], [0.31, -0.69, 0.26], [0.14, -0.47, -1.05], [2.82, 1.04, -1.97], [3.20, 1.08, 0.57], [1.60, -0.34, 1.88], [-0.40, -1.25, 0.80], [-0.81, -0.78, -1.47], [0.01, -3.66, 4.21], [1.23, -4.10, 3.95], [2.30, -3.96, 4.81], [2.07, -3.44, 6.03], [0.83, -2.90, 6.33], [-0.18, -3.03, 5.39], [1.43, -4.61, 3.01], [3.31, -4.20, 4.48], [2.89, -3.36, 6.71], [0.61, -2.41, 7.29], [-1.15, -2.60, 5.62], [3.34, 1.40, -7.21], [2.42, 0.85, -7.97], [1.35, 0.11, -7.48], [1.29, 0.02, -6.10], [2.23, 0.60, -5.28], [3.24, 1.28, -5.90], [2.59, 1.00, -9.03], [0.55, -0.29, -8.08], [0.46, -0.49, -5.64], [2.08, 0.49, -4.20], [4.05, 1.73, -5.31], [-2.76, 2.43, -2.24], [-1.41, 2.36, -2.29], [-0.52, 3.27, -1.65], [-1.14, 4.36, -0.99], [-2.54, 4.42, -0.94], [-3.30, 3.43, -1.60], [-1.09, 1.48, -2.84], [0.56, 3.02, -1.60], [-0.61, 5.14, -0.50], [-3.01, 5.32, -0.58], [-4.39, 3.51, -1.72], [1.34, 7.98, -0.58], [1.19, 7.03, -1.31], [1.75, 5.84, -1.00], [2.52, 5.84, 0.20], [2.92, 4.40, 0.46], [0.35, 6.96, -2.62], [1.95, 6.26, 1.03], [3.44, 6.49, 0.16], [2.04, 3.86, 0.78], [3.60, 4.31, 1.30], [3.36, 3.95, -0.43], [0.29, 7.98, -3.02], [-0.62, 6.49, -2.39], [0.78, 6.24, -3.27], [-2.47, -0.84, -5.04], [-2.18, -1.92, -4.49], [-3.07, -2.94, -4.43], [-4.26, -2.81, -5.25], [-5.28, -3.86, -4.79], [-0.84, -2.37, -3.98], [-3.98, -2.97, -6.29], [-4.64, -1.78, -5.17], [-4.85, -4.87, -4.89], [-6.22, -3.75, -5.37], [-5.53, -3.69, -3.78], [-0.30, -2.80, -4.83], [-0.91, -3.11, -3.22], [-0.27, -1.48, -3.63], [-4.20, -1.45, 4.61], [-3.18, -0.98, 4.19], [-2.66, 0.16, 4.70], [-3.47, 0.76, 5.73], [-2.72, 1.92, 6.33], [-2.39, -1.53, 3.05], [-3.62, 0.03, 6.51], [-4.44, 1.02, 5.27], [-3.27, 2.45, 7.13], [-2.37, 2.70, 5.68], [-1.78, 1.58, 6.82], [-3.03, -1.32, 2.20], [-2.36, -2.60, 3.20], [-1.40, -1.09, 3.04], [3.55, -3.32, 1.82], [3.96, -2.88, 0.75], [3.32, -3.09, -0.42], [2.06, -3.75, -0.42], [1.65, -3.74, -1.85], [5.18, -2.06, 0.48], [1.35, -3.31, 0.30], [2.18, -4.77, -0.07], [2.35, -4.35, -2.42], [1.66, -2.71, -2.26], [0.66, -4.16, -1.95], [5.83, -2.60, -0.17], [5.76, -1.89, 1.39], [4.87, -1.09, 0.11], [-4.83, 1.01, 2.62], [-4.05, 1.88, 2.27], [-4.24, 3.16, 2.53], [-5.47, 3.62, 3.18], [-5.23, 5.03, 3.71], [-2.77, 1.59, 1.45], [-5.83, 2.92, 3.97], [-6.24, 3.68, 2.39], [-4.99, 5.80, 2.96], [-4.47, 4.98, 4.47], [-6.16, 5.32, 4.23], [-1.99, 2.35, 1.53], [-3.13, 1.59, 0.43], [-2.45, 0.62, 1.79], [0.25, -5.74, 0.82], [-0.92, -5.53, 0.58], [-1.66, -6.40, -0.02], [-3.04, -6.07, -0.38], [-3.09, -5.42, -1.75], [-1.55, -4.17, 0.84], [-3.54, -5.47, 0.40], [-3.54, -7.04, -0.41], [-4.12, -5.37, -2.09], [-2.45, -6.00, -2.39], [-2.73, -4.40, -1.79], [-0.97, -3.68, 1.65], [-2.59, -4.20, 1.19], [-1.50, -3.57, -0.10], [-3.85, -2.00, 0.07], [-5.00, -1.56, 0.14], [-5.56, -0.84, -0.81], [-4.76, -0.47, -2.00], [-5.57, 0.54, -2.73], [-5.91, -1.79, 1.33], [-4.65, -1.38, -2.54], [-3.85, -0.05, -1.66], [-6.37, 0.15, -3.41], [-4.91, 1.15, -3.32], [-6.05, 1.12, -1.96], [-6.56, -2.65, 1.06], [-6.56, -0.97, 1.52], [-5.35, -1.97, 2.24]],
  "lowdin_charge": [0.062, -0.167, -0.080, -0.092, -0.067, -0.153, 0.100, 0.109, 0.112, 0.096, 0.094, 0.067, -0.125, -0.052, -0.106, -0.063, -0.146, 0.097, 0.082, 0.097, 0.090, 0.090, 0.070, -0.171, -0.056, -0.094, -0.068, -0.147, 0.096, 0.108, 0.115, 0.106, 0.080, 0.077, -0.116, -0.034, -0.072, -0.066, -0.192, 0.068, 0.078, 0.110, 0.087, 0.103, 0.078, -0.136, -0.078, -0.105, -0.081, -0.156, 0.100, 0.110, 0.103, 0.109, 0.100, 0.049, -0.173, -0.047, -0.077, -0.068, -0.164, 0.102, 0.096, 0.077, 0.078, 0.101, 0.054, -0.115, -0.022, -0.090, -0.060, -0.179, 0.087, 0.100, 0.084, 0.097, 0.111, 0.092, -0.509, -0.039, -0.225, -0.064, 0.041, 0.124, 0.140, 0.053, 0.062, 0.078, 0.094, 0.069, 0.068, 0.064, -0.492, -0.042, -0.212, -0.060, 0.014, 0.120, 0.118, 0.081, 0.092, 0.042, 0.106, 0.053, 0.069, 0.102, -0.570, -0.036, -0.208, -0.068, 0.005, 0.118, 0.119, 0.080, 0.056, 0.086, 0.062, 0.082, 0.075, 0.081, -0.496, -0.026, -0.237, -0.051, 0.020, 0.109, 0.110, 0.090, 0.066, 0.063, 0.083, 0.079, 0.054, 0.085, -0.507, -0.009, -0.197, -0.074, 0.061, 0.128, 0.129, 0.086, 0.064, 0.084, 0.081, 0.071, 0.048, 0.080, -0.552, 0.031, -0.194, -0.054, 0.000, 0.112, 0.127, 0.078, 0.084, 0.053, 0.066, 0.068, 0.091, 0.047, -0.537, 0.001, -0.175, -0.070, 0.031, 0.104, 0.090, 0.094, 0.061, 0.076, 0.103, 0.071, 0.070]
}

{
  "formula": "C2H8O2",
  "method": "ωB97M-V/def2-TZVPD",
  "relative_energy_kcal_mol": 57.3,
  "charge": 0,
  "elements": ["H", "H", "C", "C", "O", "H", "H", "H", "H", "O", "H", "H"],
  "positions_angstrom": [[-0.02, -2.68, 3.65], [0.64, -2.63, 3.31], [0.57, 0.53, 0.64], [-0.41, 0.90, 1.71], [-0.84, 0.52, 0.45], [0.98, -0.42, 0.89], [0.96, 1.41, 0.14], [-0.72, 0.19, 2.47], [-0.48, 1.94, 1.98], [0.44, -1.13, -2.98], [0.58, -0.42, -3.62], [0.35, -0.65, -2.16]],
  "nbo_charge": [0.003, -0.003, -0.158, -0.104, -0.497, 0.202, 0.201, 0.181, 0.173, -0.931, 0.464, 0.467]
}

{
  "formula": "C5H9N3O",
  "method": "ωB97M-V/def2-TZVPD",
  "relative_energy_kcal_mol": 79.3,
  "charge": 0,
  "elements": ["C", "N", "N", "C", "N", "C", "C", "C", "O", "H", "H", "H", "H", "H", "H", "H", "H", "H"],
  "positions_angstrom": [[-0.98, 1.84, -0.15], [0.01, 0.74, 0.14], [1.26, 1.02, 0.00], [1.89, -0.12, -0.19], [3.23, -0.43, -0.33], [1.00, -1.23, -0.29], [-0.30, -0.62, -0.08], [-1.58, -1.09, 0.40], [-2.53, -0.64, -0.70], [-0.45, 2.80, -0.04], [-1.87, 1.81, 0.63], [-1.65, 1.77, -1.06], [3.72, 0.58, -0.55], [3.62, -0.79, 0.68], [1.37, -2.25, 0.00], [-1.74, -0.62, 1.38], [-1.55, -2.14, 0.46], [-3.45, -0.62, -0.30]],
  "nbo_charge": [-0.431, -0.153, -0.289, 0.255, -0.816, -0.320, 0.119, -0.122, -0.735, 0.230, 0.194, 0.235, 0.375, 0.373, 0.230, 0.194, 0.195, 0.467]
}

{
  "formula": "C6H12O",
  "method": "ωB97M-V/def2-TZVPD",
  "relative_energy_kcal_mol": 29.0,
  "charge": 0,
  "elements": ["C", "C", "O", "C", "C", "C", "C", "H", "H", "H", "H", "H", "H", "H", "H", "H", "H", "H", "H"],
  "positions_angstrom": [[-0.35, -0.86, -1.91], [-0.92, -0.18, -0.68], [-1.58, -1.10, 0.19], [-0.65, -0.87, 1.24], [0.06, 0.26, 0.45], [-0.09, 1.72, 0.94], [1.55, -0.03, 0.20], [-1.14, -1.29, -2.52], [0.22, -0.15, -2.52], [0.31, -1.69, -1.61], [-1.64, 0.59, -1.00], [-0.03, -1.76, 1.40], [-1.17, -0.63, 2.18], [-0.74, 2.34, 0.30], [0.89, 2.20, 0.92], [-0.44, 1.77, 1.98], [1.94, 0.65, -0.57], [1.74, -1.08, -0.09], [2.11, 0.19, 1.12]],
  "nbo_charge": [-0.636, 0.117, -0.541, -0.050, -0.097, -0.607, -0.607, 0.223, 0.211, 0.208, 0.169, 0.164, 0.174, 0.215, 0.208, 0.216, 0.210, 0.211, 0.213]
}

Number 1: electronic energy -105902.7969 eV, orbital gap 9.8 eV, LUMO 0.448 eV. Number 2: electronic energy -6295.9254 eV, orbital gap 11.6 eV, LUMO 0.945 eV. Number 3: electronic energy -11845.9696 eV, orbital gap 9.0 eV, LUMO 0.617 eV. Number 4: electronic energy -8463.0980 eV, orbital gap 10.4 eV, LUMO 0.947 eV.